69
Properties=species:S:1:pos:R:3:lowdin_charge:R:1 method="wB97M-V/def2-TZVPD" multiplicity=2 s2=0.77 total_charge=+2 e_tot_ha=-1850.2502 e_lumo_ev="-6.8 / -9.4"
Ir -0.68756 1.04723 -0.07441 1.41
C 0.25956 -4.31833 0.37088 -0.07
C -0.91628 -4.80809 -0.47321 -0.56
C -0.36259 -5.54982 -1.69886 -0.03
C -1.75902 -5.77011 0.37707 -0.03
C -1.79572 -3.65538 -0.94720 -0.14
C -2.94469 -3.94164 -1.71633 0.00
C -3.79017 -2.96460 -2.18785 -0.04
C -3.48543 -1.63919 -1.88452 -0.43
S -4.33973 -0.18802 -2.32379 1.22
C -3.18340 0.74041 -1.49585 -0.52
N -2.22267 0.03685 -0.92866 -0.11
C -2.35818 -1.33454 -1.12815 -0.27
C -1.50855 -2.33419 -0.65726 0.04
C -3.09742 2.17041 -1.28303 -0.23
C -4.00515 3.13367 -1.70053 0.00
C -3.81002 4.45272 -1.31849 -0.04
C -2.73317 4.79505 -0.51276 -0.04
C -1.81356 3.83267 -0.09701 -0.09
C -1.98100 2.52762 -0.51424 -0.23
H 0.85645 -5.17363 0.68746 0.10
H -0.08074 -3.80127 1.27221 0.08
H 0.91414 -3.65283 -0.19795 0.08
H 0.26068 -6.38410 -1.37479 0.10
H 0.24661 -4.88789 -2.31706 0.09
H -1.15949 -5.95615 -2.32140 0.09
H -1.13285 -6.58690 0.73781 0.10
H -2.57546 -6.21125 -0.19406 0.08
H -2.18638 -5.26007 1.24247 0.09
H -3.17471 -4.97168 -1.95120 0.12
H -4.66090 -3.22050 -2.77583 0.13
H -0.63780 -2.06674 -0.07185 0.08
H -4.85944 2.85866 -2.30681 0.13
H -4.50984 5.21345 -1.63460 0.12
H -2.60453 5.82175 -0.19667 0.12
H -0.98385 4.11319 0.53720 0.10
N -2.06189 0.93662 2.59023 0.27
C -1.53798 0.95766 1.56438 -0.24
H -2.53852 0.88322 3.47028 0.14
C 3.28943 2.97185 -1.74232 -0.03
C 2.83098 3.84532 -0.56256 -0.35
C 1.46537 4.47980 -0.83839 -0.04
C 2.91349 3.06458 0.72024 -0.04
C 3.84926 3.51064 1.71183 0.09
C 4.18875 2.74121 2.81341 -0.02
C 3.66360 1.47903 2.88605 0.07
C 2.72307 0.97891 1.91711 -0.03
C 2.46657 -0.50723 1.93197 -0.34
C 1.08096 -0.92049 2.43881 -0.04
C 2.78102 -1.15567 0.57619 -0.03
C 2.21366 1.86790 0.94412 -0.26
O 1.20691 1.53416 0.13888 -0.27
H 3.31071 3.57850 -2.64690 0.10
H 2.60564 2.14015 -1.90476 0.08
H 4.29152 2.57462 -1.58071 0.09
H 3.55042 4.66097 -0.46316 0.14
H 0.72476 3.73123 -1.10867 0.05
H 1.56615 5.17036 -1.67545 0.10
H 1.10506 5.05004 0.01914 0.09
H 4.30601 4.48315 1.57147 0.14
H 4.88344 3.10311 3.55714 0.13
H 3.97421 0.81157 3.68109 0.14
H 3.18662 -0.90908 2.64822 0.14
H 0.32059 -0.77554 1.67025 0.02
H 0.78372 -0.37672 3.33603 0.09
H 1.09483 -1.98443 2.67470 0.09
H 2.04989 -0.88109 -0.18371 0.07
H 2.76515 -2.23940 0.68894 0.09
H 3.76943 -0.87172 0.21543 0.10